DFT (the ωB97M-V functional and the def2-TZVPD basis) results for 40 unconnected molecules or ions with the total composition H80O40.

Geometry as XYZ:
```
120
H80O40 (the ωB97M-V functional and the def2-TZVPD basis)
O 2.32 2.95 -0.99
H -3.07 0.28 1.11
O -3.73 0.48 0.63
H -0.89 1.59 -3.17
H 1.35 0.48 0.12
H 0.10 -2.42 3.42
O -3.31 -1.75 1.92
H -3.18 1.12 2.16
O 2.87 2.35 -5.18
O 1.68 0.02 -1.97
O -3.20 -0.14 -4.21
H -1.53 0.64 -0.66
H -0.59 0.31 2.57
O 2.60 4.05 1.74
H 3.12 -1.78 -3.37
H -1.15 3.28 -1.27
H 2.04 -0.67 -2.53
H 0.78 -3.58 5.93
H 4.24 -5.18 -0.74
O -0.43 -5.65 2.86
H 2.04 0.75 -2.28
H 0.93 -2.45 5.28
H 5.51 3.85 -1.66
H 3.35 2.84 -0.93
O -4.36 4.05 2.80
H -1.27 -4.69 -1.21
O -1.93 -3.53 4.04
H 3.83 -1.65 3.74
O -0.87 -2.36 1.14
O -1.08 5.51 0.50
H -0.96 5.26 -0.44
O -1.90 3.45 3.28
O 4.16 1.36 2.50
O -1.93 -5.38 -1.09
H 0.80 0.84 4.58
O -3.39 0.85 3.03
H 0.35 -1.03 -4.35
H -1.24 -5.43 2.40
H -3.30 4.53 -3.94
H 1.93 4.62 -2.07
H -0.01 -0.28 -1.44
H -1.82 5.89 0.81
H -3.19 -4.06 0.86
H -3.12 -1.08 2.42
H 2.72 -4.43 -1.06
H 1.69 5.51 -0.70
H 1.41 0.75 1.55
O -1.72 -2.22 -3.35
H -1.14 1.93 -0.04
O -1.72 1.57 -0.81
H 5.40 -1.35 3.49
H 0.39 1.93 -3.50
H 2.71 -3.72 -4.42
H 4.56 1.51 1.65
H -2.86 -5.50 0.57
H -2.26 4.43 3.41
O 0.54 -3.14 -2.19
H -1.77 -2.33 1.43
H 1.75 3.73 1.52
H -3.43 0.66 -3.93
O 0.19 3.32 1.02
H 4.10 -1.81 -1.01
O 0.19 -2.93 5.53
O 2.15 5.54 -1.64
O 0.09 -1.88 -4.60
H 3.07 3.55 2.45
H -0.36 -3.14 1.48
H 2.05 3.49 -0.07
H -2.09 -6.07 -1.69
O 0.24 0.27 5.04
H -2.05 -2.97 -3.79
H 1.49 -2.44 2.63
H -1.50 -2.94 4.50
H 3.84 0.48 2.57
H 0.59 -0.62 5.05
O -5.16 -3.11 -1.91
H -2.65 -3.02 3.63
H 0.79 -2.88 -3.14
O 3.49 -3.42 -4.10
O -0.18 1.32 -3.76
O -3.43 -4.98 1.09
O 3.68 -4.56 -1.37
H -4.31 4.45 -2.96
O 4.83 -1.14 -1.14
O 4.93 3.17 -1.91
O -1.32 4.06 -1.81
H -2.30 3.99 -2.04
H -1.21 -0.60 1.29
H 0.25 -2.43 -1.70
O -0.88 -0.50 -1.12
O 3.23 -0.92 -3.88
H -0.70 -1.58 -5.04
H 2.63 2.09 3.63
O -1.42 0.14 1.96
H 4.12 -0.88 -3.93
H -0.09 2.57 1.59
H -4.23 -3.35 -1.80
O 4.57 -1.11 3.96
H -3.48 1.28 -0.03
H -2.87 -0.08 -5.05
H 5.05 -1.16 -2.14
H -1.07 -1.11 -1.77
O 1.71 0.12 1.01
H -2.64 -1.67 -3.41
H 1.98 2.66 -5.32
H -3.93 -1.87 1.46
H -5.43 -3.10 -0.95
H -0.30 -4.88 3.37
H -4.28 0.80 3.09
H 2.96 1.46 -5.10
O 0.96 -2.00 3.14
O 1.85 2.13 4.03
H 4.84 3.31 -2.86
H 1.41 2.91 4.15
H 3.93 -4.04 -3.60
O -3.56 3.83 -3.33
H -0.39 4.17 0.92
H -5.07 4.01 2.38
H -4.47 3.66 3.61
H -2.62 2.85 3.41
```

## Properties
HOMO: -9.634 eV
Energy above the lowest of the compared OMol25 structures with the same formula, charge and spin: 1705.8 kJ/mol
Orbital gap: 9.3 eV
LUMO: -0.328 eV
2S+1: 1